The following is a quantum chemistry calculation of a structure of composition C44H92Cl2N2NbO11, from the Open Molecules 2025 dataset.

The geometry in XYZ format:
```
152
C44H92Cl2N2NbO11 (the ωB97M-V functional and the def2-TZVPD basis)
C 0.61 3.33 10.21
C -0.06 4.72 10.06
O -0.15 5.04 8.67
C -1.42 5.55 8.32
C -1.38 6.00 6.87
O -1.11 4.85 6.09
C -0.71 5.16 4.79
C -0.12 3.88 4.12
O -0.69 2.75 4.71
C 0.13 1.57 4.61
Nb -0.95 -0.19 3.57
C 0.12 0.30 1.67
C 1.25 -0.62 1.15
C 2.40 0.23 0.52
C 3.12 0.97 1.64
C 3.71 0.30 2.71
C 4.32 0.99 3.75
C 4.36 2.38 3.76
C 3.80 3.06 2.69
C 3.18 2.36 1.64
N -2.50 1.10 2.96
C -3.54 1.02 3.68
C -4.62 -0.02 3.52
C -3.78 2.06 4.77
O -2.12 -0.62 5.28
C -1.59 -0.34 6.41
N -1.27 0.10 7.44
C 0.62 -1.63 4.35
Cl 1.77 -1.11 5.61
C 0.78 -2.90 3.93
C -0.04 -3.60 2.88
Cl 2.04 -3.95 4.61
H 1.59 3.42 10.67
H -0.02 2.64 10.77
H 0.70 2.92 9.21
H 0.55 5.45 10.59
H -1.07 4.71 10.47
H -1.65 6.41 8.96
H -2.18 4.76 8.43
H -2.34 6.42 6.57
H -0.59 6.75 6.76
H -1.53 5.59 4.18
H 0.09 5.91 4.82
H -0.42 3.90 3.06
H 0.96 3.92 4.24
H 0.98 1.79 3.94
H 0.59 1.32 5.57
H -1.88 -1.55 2.70
H -0.65 0.34 0.90
H 0.47 1.34 1.75
H 0.85 -1.25 0.35
H 1.71 -1.26 1.90
H 3.08 -0.39 -0.05
H 1.92 1.01 -0.08
H 3.67 -0.78 2.74
H 4.74 0.43 4.58
H 4.81 2.91 4.58
H 3.82 4.14 2.69
H 2.74 2.96 0.85
H -5.61 0.42 3.39
H -4.37 -0.73 2.74
H -4.64 -0.58 4.46
H -2.99 2.05 5.51
H -4.75 1.90 5.25
H -3.79 3.04 4.28
H 0.38 -4.58 2.66
H -1.04 -3.79 3.30
H -0.14 -3.03 1.97
C 0.53 0.00 -4.10
C 1.81 -0.43 -3.40
C 2.99 -0.45 -4.35
O 1.63 -1.72 -2.81
H 0.28 -0.71 -4.90
H -0.31 0.01 -3.40
H 0.63 0.99 -4.54
H 2.02 0.25 -2.57
H 2.81 -1.17 -5.16
H 3.90 -0.77 -3.83
H 3.16 0.53 -4.80
H 1.44 -2.34 -3.52
C -0.86 1.29 -8.86
C 0.41 0.85 -8.14
C 1.60 0.82 -9.09
O 0.22 -0.44 -7.57
H -1.11 0.60 -9.67
H -1.71 1.30 -8.17
H -0.75 2.29 -9.28
H 0.61 1.52 -7.31
H 1.42 0.10 -9.90
H 2.49 0.49 -8.56
H 1.79 1.80 -9.53
H 0.04 -1.06 -8.29
C -0.75 -3.71 -11.89
C 0.36 -2.70 -11.62
C 1.57 -2.96 -12.51
O 0.74 -2.75 -10.25
H -0.41 -4.73 -11.68
H -1.61 -3.52 -11.25
H -1.08 -3.68 -12.93
H -0.02 -1.70 -11.80
H 1.98 -3.95 -12.31
H 2.35 -2.23 -12.30
H 1.31 -2.90 -13.57
H 1.08 -3.63 -10.06
C -4.16 -2.67 -16.15
C -2.90 -3.14 -15.45
C -1.71 -3.17 -16.41
O -3.10 -4.44 -14.89
H -4.42 -3.36 -16.96
H -5.00 -2.66 -15.45
H -4.04 -1.67 -16.57
H -2.67 -2.47 -14.62
H -1.90 -3.87 -17.23
H -0.81 -3.51 -15.89
H -1.52 -2.18 -16.83
H -3.30 -5.04 -15.61
C 4.59 5.98 11.98
C 3.34 6.83 12.11
C 3.57 8.02 13.03
O 2.26 6.04 12.59
H 4.88 5.58 12.95
H 4.41 5.13 11.31
H 5.43 6.56 11.58
H 3.04 7.19 11.12
H 3.83 7.68 14.04
H 2.67 8.62 13.11
H 4.38 8.66 12.66
H 2.49 5.71 13.46
C 0.48 -6.13 -5.91
C 1.07 -5.78 -4.54
C 0.63 -6.79 -3.48
O 0.68 -4.47 -4.16
H -0.61 -6.10 -5.87
H 0.80 -5.40 -6.65
H 0.79 -7.12 -6.23
H 2.15 -5.77 -4.61
H -0.46 -6.78 -3.37
H 1.06 -6.53 -2.51
H 0.95 -7.80 -3.74
H -0.28 -4.45 -4.09
C -3.10 -4.86 6.23
C -4.30 -3.93 6.20
C -4.10 -2.73 7.10
O -5.49 -4.65 6.59
H -2.94 -5.24 7.24
H -3.26 -5.72 5.58
H -2.19 -4.34 5.91
H -4.48 -3.60 5.18
H -3.97 -3.04 8.14
H -4.96 -2.07 7.07
H -3.22 -2.17 6.80
H -5.35 -4.95 7.49
```

Calculated values
HOMO energy in eV: -4.234
Net charge: -1
Frontier orbital gap in eV: 5.7
Calculated total energy in Eh: -3646.038157